[1]
C2H8NO | ωB97M-V with the def2-TZVPD basis set

Structure (ORCA input):
```
! RIJCOSX wB97M-V def2-TZVPD def2/J DEFGRID3
* xyz -2 2
N 0.08 -0.09 0.69
O 0.25 2.02 -1.53
H -1.47 -0.92 -0.52
H 0.94 -1.92 1.30
C 1.05 -1.16 0.51
H 2.06 -0.74 0.58
C -1.26 -0.62 0.51
H -1.40 -1.49 1.17
H -0.50 1.62 -1.99
H 0.95 -1.66 -0.45
H 0.26 0.64 -0.02
H -2.03 0.13 0.73
*
```

Computed properties:
Maximum force in eV Å⁻¹: 0.5
E_tot in hartree: -210.79700
Relative energy (zero: lowest compared OMol25 entry of this formula, charge and spin) in kJ/mol: 45.5
M in g mol⁻¹: 62.1
Expectation value of S²: 0.7505
Frontier orbital gap (alpha / beta) in eV: 2.9 / 7.6
HOMO energy (alpha / beta) in eV: 4.56 / 0.22

Mulliken atomic charge list, values in e, 6 entries: 0.36, -1.17, 0.47, 0.91, -2.73, 0.42

[2]
C2H8NO2 | ωB97M-V with the def2-TZVPD basis set

Structure (ORCA input):
```
! RIJCOSX wB97M-V def2-TZVPD def2/J DEFGRID3
* xyz -1 1
C -0.66 -0.22 -1.07
H -0.02 0.56 -1.60
H 0.22 1.97 0.79
O 2.23 -1.57 0.31
H -0.88 1.17 1.93
H 1.31 -1.18 0.33
C -0.54 1.19 0.89
H 2.68 -1.21 -0.46
N -0.10 -0.11 0.39
H -1.34 1.58 0.25
O -1.95 -0.08 -1.23
H -0.36 -1.23 -1.42
H -0.59 -0.86 0.88
*
```

Computed properties:
Maximum force in eV Å⁻¹: 1.0
E_tot in hartree: -286.22122
Relative energy (zero: lowest compared OMol25 entry of this formula, charge and spin) in kJ/mol: 68.4
M in g mol⁻¹: 78.1
Frontier orbital gap in eV: 7.2
HOMO energy in eV: -2.70

Mulliken atomic charge list, values in e, 6 entries: -0.51, 0.25, 0.24, -0.75, 0.30, 0.57

[3]
C2H8NO2 | ωB97M-V with the def2-TZVPD basis set

Structure (ORCA input):
```
! RIJCOSX wB97M-V def2-TZVPD def2/J DEFGRID3
* xyz -1 1
H 0.23 -2.97 -0.62
C 0.52 1.04 0.15
H 0.71 2.03 0.55
H 1.38 0.39 0.24
H -1.40 -0.03 0.26
O -0.05 -0.91 1.48
H 0.22 -1.60 0.40
H 0.22 0.22 -1.67
N 0.26 1.18 -1.31
H -0.67 1.54 -1.43
O 0.13 -2.02 -0.68
C -0.56 0.25 0.92
H -1.00 0.89 1.70
*
```

Computed properties:
Maximum force in eV Å⁻¹: 1.2
E_tot in hartree: -286.23428
Relative energy (zero: lowest compared OMol25 entry of this formula, charge and spin) in kJ/mol: 34.1
M in g mol⁻¹: 78.1
Frontier orbital gap in eV: 8.0
HOMO energy in eV: -3.39

Mulliken atomic charge list, values in e, 6 entries: 0.20, -0.48, 0.33, 0.34, 0.23, -0.82

- Number 2 is which compound?
  C2H8NO2